(1)
{
  "formula": "C3H4N2O",
  "method": "ωB97M-V with the def2-TZVPD basis set",
  "smiles": "[H]/N=N/C=C=CO",
  "multiplicity": 1,
  "elements": ["O", "C", "C", "C", "N", "N", "H", "H", "H", "H"],
  "xyz": [[-0.5004, -1.5896, -1.7202], [0.1248, -1.3576, -0.5477], [-0.3266, -0.6917, 0.4906], [-0.3420, 0.3318, 1.3099], [0.3934, 1.5223, 0.9923], [0.4972, 1.7333, -0.2263], [-1.2544, -0.9877, -1.7908], [1.0830, -1.8615, -0.4864], [-0.7922, 0.3516, 2.2959], [1.1172, 2.5490, -0.3172]],
  "atomic_forces_ev_per_a": [[-0.2, 0.2, -0.1], [0.2, -0.2, 0.4], [0.1, 0.2, -0.2], [-0.1, -0.2, 0.1], [0.0, 0.1, -0.5], [0.1, 0.2, 0.5], [0.0, -0.1, 0.0], [-0.1, -0.1, 0.0], [0.0, -0.1, -0.1], [-0.1, 0.0, 0.0]]
}

---

(2)
{
  "formula": "C27H38AsBN12OS5W",
  "method": "ωB97M-V with the def2-TZVPD basis set",
  "total_charge": 1,
  "multiplicity": 4,
  "elements": ["W", "C", "C", "C", "C", "N", "N", "B", "N", "C", "C", "C", "C", "N", "N", "C", "C", "C", "C", "N", "N", "C", "C", "C", "C", "N", "H", "H", "H", "H", "H", "H", "H", "H", "H", "H", "H", "H", "H", "H", "H", "H", "H", "H", "H", "H", "S", "As", "S", "S", "S", "C", "N", "C", "C", "S", "N", "C", "C", "H", "H", "H", "H", "H", "H", "H", "H", "H", "H", "H", "H", "N", "C", "O", "C", "C", "C", "C", "N", "C", "H", "H", "H", "H", "H", "H"],
  "xyz": [[-0.2356, -0.1015, -0.0571], [1.1967, 1.8181, -3.1846], [1.8878, 1.8114, -1.8623], [3.0391, 2.5521, -1.5935], [3.3298, 2.3198, -0.2706], [2.4083, 1.4856, 0.2223], [1.5150, 1.1518, -0.7457], [2.3854, 0.9304, 1.6754], [2.3788, -0.6022, 1.5723], [3.0788, -1.4979, 2.2783], [2.7819, -2.7547, 1.8032], [1.8461, -2.5602, 0.7873], [1.2141, -3.6348, -0.0259], [1.6075, -1.2408, 0.6521], [1.0583, 1.3577, 2.3365], [0.8320, 1.9520, 3.5139], [-0.5301, 2.0771, 3.6875], [-1.1093, 1.5124, 2.5551], [-2.5606, 1.4252, 2.2393], [-0.1334, 1.0705, 1.7374], [3.6090, 1.4492, 2.3783], [4.8924, 1.0094, 2.2421], [5.7197, 1.9590, 2.7711], [4.8561, 2.9930, 3.2062], [5.2344, 4.2921, 3.8347], [3.5996, 2.6806, 2.9540], [1.9489, 1.8723, -3.9709], [0.5650, 2.7029, -3.2816], [0.5943, 0.9315, -3.3382], [3.5752, 3.1742, -2.2888], [4.1337, 2.7012, 0.3366], [3.7234, -1.1875, 3.0826], [3.1806, -3.6915, 2.1510], [1.1734, -4.5548, 0.5546], [1.8095, -3.8268, -0.9202], [0.2046, -3.3765, -0.3307], [1.6549, 2.2692, 4.1264], [-1.0452, 2.5263, 4.5183], [-3.0933, 2.1981, 2.7918], [-2.9700, 0.4601, 2.5446], [-2.7519, 1.5526, 1.1779], [5.1251, 0.0706, 1.7673], [6.7929, 1.9285, 2.8526], [6.2011, 4.2094, 4.3270], [4.4844, 4.6002, 4.5609], [5.3064, 5.0737, 3.0768], [-2.7633, -4.1109, -0.3299], [-2.7930, -2.2673, 0.7110], [-0.9474, -1.7964, 1.7649], [-2.7046, -0.5049, -0.6169], [-4.5565, -2.3630, 1.8793], [-2.3038, -2.0528, -3.6882], [-1.0716, -2.7064, -4.0816], [-1.2757, -3.9362, -4.8404], [0.1215, -2.3373, -3.6184], [0.4068, -1.3346, -2.2466], [1.2140, -2.7581, -4.2916], [1.2185, -2.8197, -5.7514], [2.5501, -2.7257, -3.7096], [-2.9247, -1.9060, -4.5753], [-2.0856, -1.0937, -3.2406], [-2.8539, -2.6571, -2.9662], [-2.0790, -4.4965, -4.3609], [-0.3789, -4.5482, -4.8368], [-1.5683, -3.7231, -5.8700], [0.2784, -2.4594, -6.1584], [1.4041, -3.8342, -6.1071], [2.0182, -2.1755, -6.1213], [2.5082, -2.9403, -2.6481], [3.0244, -1.7505, -3.8472], [3.1486, -3.4895, -4.2060], [-3.4743, 1.7677, -4.4558], [-2.8722, 2.9368, -4.1080], [-2.8286, 3.9062, -4.8318], [-2.1925, 2.9627, -2.7656], [-1.9344, 4.1947, -2.1762], [-1.2328, 4.2168, -0.9831], [-0.7988, 3.0266, -0.4334], [-1.0525, 1.8307, -0.9852], [-1.7326, 1.8214, -2.1405], [-3.9792, 1.7754, -5.3274], [-3.7517, 1.0832, -3.7736], [-2.2619, 5.1012, -2.6676], [-1.0083, 5.1433, -0.4749], [-0.2248, 3.0393, 0.4818], [-1.8926, 0.8516, -2.5896]],
  "atomic_forces_ev_per_a": [[-0.3, -0.4, 0.1], [0.0, 0.0, 0.1], [0.1, 0.0, 0.0], [-0.1, 0.0, 0.0], [0.0, 0.1, -0.1], [0.1, 0.0, 0.1], [-0.2, -0.1, 0.1], [-0.2, 0.0, -0.3], [0.3, -0.1, 0.2], [-0.1, 0.0, 0.0], [0.0, 0.0, 0.0], [0.1, 0.0, 0.0], [0.0, 0.0, 0.0], [-0.5, 0.2, -0.1], [0.1, 0.2, 0.3], [-0.1, -0.1, -0.1], [-0.1, 0.0, 0.0], [0.0, 0.1, 0.0], [0.0, 0.1, 0.1], [0.1, 0.1, -0.1], [0.1, -0.2, 0.2], [0.0, 0.0, 0.0], [0.0, 0.1, 0.0], [0.1, -0.2, -0.1], [-0.1, 0.0, 0.0], [-0.1, 0.2, 0.0], [0.0, 0.0, 0.0], [0.0, 0.0, 0.0], [0.0, 0.0, -0.1], [0.0, 0.0, 0.0], [0.0, 0.0, 0.1], [0.0, 0.0, 0.0], [0.0, 0.0, 0.0], [0.0, 0.0, 0.0], [0.0, 0.0, 0.0], [0.0, -0.1, 0.0], [0.0, 0.0, 0.0], [0.0, 0.0, 0.0], [0.0, 0.0, 0.0], [0.0, 0.0, -0.1], [-0.1, 0.0, 0.0], [0.0, 0.0, 0.0], [0.0, 0.0, 0.0], [0.0, 0.0, 0.0], [0.0, 0.0, 0.0], [0.0, 0.0, 0.0], [-0.3, 0.3, 0.3], [0.4, 0.0, -0.4], [-0.3, 0.4, -0.8], [0.7, -0.2, 0.7], [0.1, -0.2, -0.2], [-0.2, 0.0, 0.0], [0.0, 0.0, 0.0], [0.0, -0.1, 0.0], [-0.2, 0.0, 0.3], [0.6, 0.1, -0.3], [0.0, 0.1, 0.1], [0.0, 0.0, -0.1], [0.0, 0.0, 0.0], [0.1, 0.0, 0.0], [0.0, 0.0, 0.1], [0.0, 0.0, 0.1], [0.0, 0.0, 0.0], [0.0, 0.0, 0.0], [0.0, 0.0, 0.0], [0.0, 0.0, 0.0], [0.0, 0.0, 0.0], [0.0, 0.0, 0.0], [0.0, 0.0, 0.0], [0.0, 0.0, 0.0], [0.0, 0.0, 0.0], [0.0, -0.1, -0.1], [0.0, -0.1, 0.1], [0.0, 0.0, 0.0], [0.0, 0.2, 0.0], [0.1, -0.1, 0.0], [-0.1, 0.0, -0.1], [0.1, 0.1, 0.2], [-0.1, -0.1, -0.1], [-0.1, -0.1, -0.1], [0.0, 0.0, 0.0], [0.0, 0.1, 0.1], [0.0, 0.0, 0.0], [0.0, 0.0, 0.0], [0.0, -0.1, 0.0], [0.1, 0.0, 0.0]]
}

---

(3)
{
  "formula": "C5H4ClNO2",
  "method": "ωB97M-V with the def2-TZVPD basis set",
  "multiplicity": 1,
  "elements": ["C", "C", "C", "C", "C", "N", "O", "O", "Cl", "H", "H", "H", "H"],
  "xyz": [[-0.0663, 0.9916, 0.0427], [0.5388, -0.2315, 0.0131], [-1.5449, 1.1616, -0.0013], [-0.2266, -1.3715, -0.0566], [2.0356, -0.4479, 0.0179], [-2.1086, -0.0169, 0.2841], [-2.0700, 2.2374, -0.2327], [-0.5509, -2.4664, -0.1833], [-3.7495, -0.2509, 0.0565], [0.5111, 1.9042, 0.0360], [2.5437, 0.4492, 0.3584], [2.3702, -0.6788, -0.9946], [2.3174, -1.2799, 0.6600]],
  "atomic_forces_ev_per_a": [[0.1, -1.0, -0.1], [1.2, 2.0, 0.2], [-1.5, -0.8, 0.4], [-3.2, -1.4, -0.1], [0.0, -0.2, -0.2], [2.1, -1.0, -0.1], [0.3, 0.7, -0.3], [0.9, 1.4, 0.2], [-0.2, 0.2, -0.1], [0.2, 0.0, 0.0], [0.0, 0.0, 0.0], [0.1, 0.0, 0.0], [0.0, 0.0, 0.1]]
}

---

Energy above the lowest of the compared OMol25 structures with the same formula, charge and spin: 390.6 92.8 241.2 (kJ/mol)
Energy: -8199.837 -166061.426 -23354.035 (eV)